# 1
21
Properties=species:S:1:pos:R:3:nbo_charge:R:1 method="wB97M-V/def2-TZVPD" e_lumo_ev=0.70 gap_ha=0.3771 smiles="C/C=C/CC.O.O"
O -1.78 1.12 -2.29 -0.9487
O -1.74 3.28 0.95 -0.9285
C 0.80 -0.74 1.61 -0.4446
C -0.51 -0.44 2.36 -0.5983
C 0.95 -0.39 -0.88 -0.2268
C 0.69 -1.20 0.17 -0.1575
C 1.40 -1.02 -2.21 -0.6444
H 1.29 -1.47 2.28 0.2109
H -0.79 -1.30 2.97 0.2045
H 0.66 -0.89 -3.01 0.2051
H 0.75 -2.26 0.02 0.1933
H -1.33 3.02 0.11 0.4703
H 2.27 -0.45 -2.56 0.2153
H -2.25 0.82 -1.50 0.4726
H -0.44 0.49 2.91 0.2197
H -1.02 0.56 -2.47 0.4784
H 1.40 0.17 1.64 0.2049
H 1.49 0.55 -0.69 0.2034
H -1.26 -0.35 1.59 0.1951
H 1.76 -2.04 -2.03 0.2164
H -2.35 2.54 1.04 0.4590

# 2
6
Properties=species:S:1:pos:R:3:nbo_charge:R:1 method="wB97M-V/def2-TZVPD" e_lumo_ev="-1.15 / -1.19" gap_ha="0.2735 / 0.2766" smiles="C#C.O=S"
S -1.69 0.55 -0.19 0.6968
O -1.72 -0.82 0.39 -0.7288
C 0.87 0.56 0.29 -0.2788
C 0.90 -0.43 -0.39 -0.1993
H 0.99 -1.18 -1.16 0.2484
H 0.65 1.33 1.06 0.2618

# 3
9
Properties=species:S:1:pos:R:3:nbo_charge:R:1 method="wB97M-V/def2-TZVPD" e_lumo_ev=-0.95 gap_ha=0.3147
I -2.43 -0.84 0.05 0.1584
F 1.63 -1.09 0.59 -0.3519
O -0.39 2.14 -0.52 -0.2755
N -0.94 1.42 0.28 0.0700
C 0.91 -0.50 -0.40 0.0581
C -0.52 0.09 0.46 -0.2968
H 0.61 -1.19 -1.13 0.1688
H -0.31 -0.31 1.57 0.2857
H 1.43 0.28 -0.90 0.1833

# 4
80
Properties=species:S:1:pos:R:3:mulliken_spin:R:1 method="wB97M-V/def2-TZVPD" total_charge=+1 e_lumo_ev="-2.44 / -2.86" gap_ha="0.2814 / 0.2800" spin_multiplicity=5
Te -1.88 0.03 -0.42 0.0389
Fe 0.85 0.56 -0.19 3.6723
Si -4.65 1.79 0.73 -0.0009
Si -2.74 -3.50 -0.74 0.0022
Si 2.99 -1.38 -1.31 0.0090
Si 4.20 1.29 -0.24 0.0248
N -0.03 4.39 -1.43 -0.0016
N -1.00 5.59 0.40 0.0026
N -0.12 3.37 0.49 0.0231
N -0.39 4.47 -0.11 0.0098
N 1.25 0.36 1.71 0.0627
N 0.42 2.48 -0.43 -0.0215
C 0.75 0.16 2.96 -0.0188
C -5.74 0.39 0.07 0.0011
C -1.18 -4.64 -0.87 0.0003
C -4.35 3.36 -0.45 0.0007
C 2.97 -0.05 -0.03 0.2601
C 2.55 -1.33 3.52 -0.0078
C 0.34 3.14 -1.56 0.0109
C 2.81 -3.03 -0.51 -0.0007
C -2.05 -2.01 0.38 0.0105
C -5.30 2.18 2.44 0.0001
C 5.88 0.61 0.44 0.0064
C 3.64 2.78 0.70 0.0051
C 1.35 -0.70 3.92 0.0209
C 4.49 2.01 -1.94 -0.0002
C 2.42 -0.29 1.32 -0.1682
C -3.11 -3.15 -2.61 0.0008
C 4.45 -1.50 -2.58 0.0037
C 3.00 -1.19 2.25 0.0346
C -2.82 1.13 1.20 0.0056
C -4.21 -4.34 0.18 0.0001
C 1.30 -1.13 -2.28 0.0722
H -5.25 -4.04 -0.12 0.0000
H -6.32 1.76 2.54 -0.0001
H -5.84 -0.53 0.68 0.0001
H 3.92 -1.73 1.92 0.0001
H 2.12 -3.07 0.35 -0.0019
H 3.83 -3.31 -0.09 -0.0002
H 2.53 -3.84 -1.20 0.0007
H 5.46 -1.06 -2.22 -0.0004
H 4.22 3.08 -1.98 0.0003
H -6.77 0.67 -0.06 0.0003
H 0.76 -2.11 -2.14 -0.0171
H -3.98 -2.44 -2.70 0.0000
H 3.51 2.45 1.70 -0.0003
H 5.54 1.88 -2.32 0.0004
H 1.56 -0.99 -3.31 -0.0025
H 4.43 3.60 0.64 0.0000
H -1.40 -5.69 -1.02 0.0000
H 3.16 -1.91 4.25 -0.0001
H -2.53 -1.89 1.39 0.0018
H 3.86 1.53 -2.74 -0.0002
H 5.99 -0.45 0.18 -0.0004
H -2.27 -2.81 -3.20 -0.0003
H -4.22 -4.20 1.26 0.0000
H 6.81 1.14 0.14 0.0006
H -5.48 -0.02 -0.96 0.0003
H -0.62 -4.55 0.09 -0.0001
H -2.77 0.45 2.08 -0.0008
H -3.49 -4.15 -2.89 0.0000
H -5.03 4.18 -0.14 0.0000
H 2.67 3.06 0.27 -0.0002
H -0.80 5.78 1.38 0.0001
H 4.12 -1.02 -3.51 -0.0001
H -0.72 6.37 -0.24 0.0001
H -0.13 0.72 3.20 -0.0014
H -5.27 3.24 2.77 0.0000
H -4.60 3.05 -1.49 0.0000
H -4.24 -5.48 0.10 0.0000
H 4.65 -2.54 -2.79 0.0001
H 0.68 -0.25 -2.01 -0.0455
H 0.99 -0.70 4.93 0.0005
H -4.74 1.60 3.22 0.0000
H -1.01 -2.34 0.70 0.0013
H -0.51 -4.38 -1.69 0.0000
H -3.36 3.74 -0.39 -0.0001
H 5.88 0.68 1.56 -0.0001
H -2.07 1.94 1.33 0.0037
H 0.68 2.70 -2.52 0.0029

# 5
25
Properties=species:S:1:pos:R:3:nbo_charge:R:1 method="wB97M-V/def2-TZVPD" total_charge=-1 e_lumo_ev="3.67 / 3.51" gap_ha="0.0893 / 0.3237" spin_multiplicity=2
O -0.53 -2.16 2.09 -1.2303
N 1.16 -1.46 -1.22 -0.6640
C -0.37 0.65 -1.52 -0.4213
C 2.28 -1.51 -0.20 -0.6162
C 0.03 -0.77 -0.75 -0.3476
C 0.20 1.59 -0.61 -0.4429
C -2.06 1.42 0.91 -0.6623
C -0.63 1.69 0.67 -0.3987
H 1.99 -2.30 0.50 0.1924
H -2.50 0.39 0.67 0.2177
H 0.14 2.60 -1.10 0.1800
H 2.19 -0.57 0.42 0.1570
H -0.47 2.83 1.14 0.1805
H -1.44 0.74 -1.67 0.2046
H -2.44 2.03 0.15 0.1834
H 3.24 -1.51 -0.79 0.1823
H -0.43 -3.11 2.26 0.3204
H -0.75 -1.53 -0.81 0.1745
H 1.63 -1.04 -2.06 0.3373
H -0.10 0.99 1.40 0.1999
H 1.28 1.44 -0.36 0.2183
H 0.17 -0.45 0.34 0.1849
H 0.15 0.30 -2.54 0.1935
H -2.32 1.81 1.90 0.2164
H -0.44 -2.12 1.17 0.4401

# 6
43
Properties=species:S:1:pos:R:3:nbo_charge:R:1 method="wB97M-V/def2-TZVPD" total_charge=-1 e_lumo_ev=1.00 gap_ha=0.1068
O -6.57 -1.70 3.87 -0.6397
O -1.53 -1.30 1.91 -0.8335
O -4.79 -3.89 3.83 -0.6605
O 0.87 5.18 0.13 -0.9521
O -0.21 -1.31 -2.40 -0.5415
O 2.54 1.56 0.41 -0.5798
O -3.55 0.85 1.49 -0.7871
O -0.27 1.95 -1.02 -0.7640
N 2.50 0.25 -2.30 -0.6758
C 3.69 0.90 -1.60 -0.2308
C -5.56 -1.60 3.26 0.4465
C -5.07 -0.40 2.64 -0.5412
C 3.71 0.82 0.00 -0.0795
C 2.57 1.58 1.85 -0.2612
C -3.76 -0.25 2.17 0.3851
C -3.15 -2.56 2.76 -0.4978
C -2.81 -1.38 2.29 0.3440
C -4.49 -2.82 3.27 0.4389
C 1.12 -1.71 -2.88 -0.0647
C -1.32 -1.99 -2.82 -0.2437
C 2.27 -1.18 -2.01 -0.2395
H 3.69 1.89 -2.05 0.1973
H 4.70 0.53 -1.80 0.1640
H 4.57 1.43 0.31 0.1794
H -5.82 0.38 2.54 0.1859
H -2.20 -1.54 -2.34 0.2210
H -0.81 1.61 -0.31 0.5825
H 3.72 -0.21 0.38 0.1936
H 1.81 2.18 2.33 0.2004
H -0.08 2.88 -0.86 0.5544
H 1.30 -2.78 -2.96 0.1812
H 2.07 -1.24 -0.93 0.2265
H -1.54 -1.94 -3.89 0.1389
H -1.35 -3.07 -2.73 0.1691
H 3.17 -1.70 -2.34 0.1730
H 1.09 4.96 1.04 0.4797
H 3.47 2.10 2.17 0.1560
H 1.24 -1.41 -3.92 0.1605
H 2.55 0.56 2.22 0.1979
H 1.65 5.64 -0.19 0.4745
H 2.41 0.61 -3.24 0.3752
H 0.58 1.50 -1.13 0.5750
H -2.44 -3.36 2.84 0.1923

Number 1: F_max 2.6 eV Å⁻¹. Number 2: F_max 1.5 eV Å⁻¹. Number 3: F_max 4.7 eV Å⁻¹. Number 4: F_max 4.2 eV Å⁻¹. Number 5: F_max 6.8 eV Å⁻¹. Number 6: F_max 6.3 eV Å⁻¹.